## P
Molecular formula: C4H10O3
Method: DFT, the ωB97M-V functional and the def2-TZVPD basis

Values from the calculation:
frontier orbital gap	10.4	eV
SMILES	C[C@@H](O)CC=O.O
LUMO energy	0.71	eV

```
! RIJCOSX wB97M-V def2-TZVPD def2/J DEFGRID3
* xyz 0 1
C 2.187 1.283 1.415
C 0.979 1.028 0.529
O 1.335 1.001 -0.859
C 0.248 -0.298 0.824
C -1.193 -0.234 0.389
O -1.969 0.616 0.716
H 2.895 0.448 1.433
H 1.855 1.451 2.435
H 2.754 2.094 0.956
H 0.247 1.823 0.705
H 1.783 1.833 -1.023
H 0.863 -1.099 0.425
H 0.299 -0.376 1.916
H -1.470 -1.055 -0.307
O -1.788 -2.884 -2.306
H -2.142 -3.411 -3.050
H -1.148 -2.314 -2.776
*
```

## Q
Molecular formula: C4H10O3
Method: DFT, the ωB97M-V functional and the def2-TZVPD basis

Values from the calculation:
frontier orbital gap	9.5	eV
SMILES	C=CC(=C)O.O.O
LUMO energy	0.55	eV

```
! RIJCOSX wB97M-V def2-TZVPD def2/J DEFGRID3
* xyz 0 1
C -0.936 -1.288 -0.678
C -0.153 -1.337 0.393
C 1.254 -0.906 0.311
C 2.243 -1.553 0.909
O 1.466 0.046 -0.648
H -0.844 -0.518 -1.419
H -1.875 -1.837 -0.643
H -0.475 -1.820 1.302
H 3.300 -1.387 0.739
H 2.068 -2.374 1.592
H 2.388 -0.038 -0.935
O -0.201 1.769 2.583
H -0.141 0.935 2.102
H -0.216 1.518 3.511
O -2.975 2.874 -3.206
H -2.792 3.258 -2.343
H -2.108 2.657 -3.568
*
```

## R
Molecular formula: C4H10O3
Method: DFT, the ωB97M-V functional and the def2-TZVPD basis

Values from the calculation:
frontier orbital gap (spin up / spin down)	9.0 / 9.0	eV
LUMO energy (spin up / spin down)	-0.06 / -0.06	eV

```
! RIJCOSX wB97M-V def2-TZVPD def2/J DEFGRID3
* xyz 0 1
C -0.599 -0.074 0.690
C 0.714 -1.284 1.232
C -1.698 1.253 -1.945
C 2.061 -0.852 0.731
O -0.547 -0.574 -0.523
O -1.976 0.135 -1.172
O -0.218 1.213 0.899
H 0.467 1.441 0.253
H -1.477 -0.293 1.303
H 0.407 -2.272 0.906
H 0.571 -1.165 2.304
H -2.654 1.616 -2.347
H -1.042 1.020 -2.796
H -1.247 2.082 -1.369
H 2.294 0.167 1.045
H 2.106 -0.912 -0.355
H 2.837 -1.501 1.145
*
```

## S
Molecular formula: C4H10O3
Method: DFT, the ωB97M-V functional and the def2-TZVPD basis

Values from the calculation:
frontier orbital gap	8.8	eV
LUMO energy	-0.25	eV

```
! RIJCOSX wB97M-V def2-TZVPD def2/J DEFGRID3
* xyz 0 1
C -1.017 1.329 -2.180
O -0.438 1.261 -0.884
C 0.142 0.141 -0.550
C 0.585 0.076 0.855
O -0.294 0.589 1.683
C 1.300 -1.207 1.358
O 0.449 -1.917 2.211
H -1.651 2.215 -2.173
H -1.634 0.441 -2.348
H -0.232 1.417 -2.935
H -1.499 -0.568 0.038
H 0.605 -0.450 -1.355
H 1.431 0.778 0.521
H -1.462 -0.126 0.722
H 2.214 -0.885 1.885
H 1.610 -1.870 0.539
H -0.108 -1.224 2.613
*
```

In terms of stability, P leads; the second structure lies 1.065 eV higher.

## P
Molecular formula: C4H10O3
Method: DFT, the ωB97M-V functional and the def2-TZVPD basis

Values from the calculation:
frontier orbital gap	9.5	eV
SMILES	C=CC(=C)O.O.O
LUMO energy	0.69	eV

```
! RIJCOSX wB97M-V def2-TZVPD def2/J DEFGRID3
* xyz 0 1
C 0.956 0.192 -2.051
C 1.013 -0.821 -1.201
C 0.931 -0.707 0.257
C 1.313 -1.684 1.079
O 0.684 0.545 0.769
H 1.014 1.218 -1.694
H 1.077 0.150 -3.119
H 1.182 -1.818 -1.583
H 1.080 -1.721 2.129
H 1.709 -2.612 0.694
H 0.003 0.972 0.219
O -2.195 0.138 1.541
H -1.247 -0.012 1.679
H -2.487 -0.671 1.107
O -1.437 2.232 -0.257
H -1.941 1.552 0.223
H -1.654 3.046 0.209
*
```

## Q
Molecular formula: C4H10O3
Method: DFT, the ωB97M-V functional and the def2-TZVPD basis

Values from the calculation:
frontier orbital gap	11.5	eV
SMILES	O=COO.CCC
LUMO energy	0.56	eV

```
! RIJCOSX wB97M-V def2-TZVPD def2/J DEFGRID3
* xyz 0 1
O 2.148 1.476 0.624
C 1.952 0.926 -0.407
O 0.969 1.366 -1.294
O 0.930 0.595 -2.481
H 2.491 0.058 -0.827
H 0.654 1.253 -3.156
C -0.840 0.484 1.510
C -0.268 -0.734 0.796
C -1.247 -1.354 -0.196
H -1.679 0.201 2.155
H -0.089 0.947 2.144
H -1.202 1.214 0.781
H 0.032 -1.480 1.532
H 0.600 -0.436 0.175
H -1.522 -0.616 -0.953
H -2.142 -1.710 0.311
H -0.786 -2.190 -0.714
*
```

In terms of stability, P leads; the second structure lies 2.003 eV higher.